No. 1
C5H6O | the ωB97M-V functional and the def2-TZVPD basis

Results
Maximum force in eV/Å: 8.59
Kohn-Sham gap in eV: 10.400
E_HOMO in eV: -9.44

```
12
Properties=species:S:1:pos:R:3:forces:R:3
C -2.64759 0.27295 -0.30625 -6.2 5.0 -2.6
C -1.66500 -0.14289 0.14431 1.7 -0.9 -0.6
C -0.56404 -0.89432 0.33201 4.4 -2.6 0.8
O 0.37967 -1.45093 -0.75511 -1.6 2.2 0.3
C 0.86237 -0.40642 0.09047 -0.3 -6.9 5.1
C 1.47703 0.85187 -0.11479 1.2 2.3 -3.8
H -3.37737 1.06430 -0.68100 1.2 -2.0 0.8
H -0.79463 -1.69221 1.08423 1.0 0.7 -0.5
H 1.38490 -1.00561 0.99679 -0.2 1.5 -1.9
H 0.87074 1.36127 -0.95985 0.4 0.4 2.1
H 2.46980 0.81096 -0.77731 -1.6 -0.4 2.2
H 1.60414 1.23102 0.94650 -0.1 0.6 -1.8
```
Positions in Å, forces in eV/Å.

From a Mulliken analysis of the wavefunction, the atomic charges in e read: atom 1 (C): 0.059, atom 2 (C): -0.658, atom 3 (C): 0.066, atom 4 (O): -0.442, atom 5 (C): 0.250, atom 6 (C): -0.866, atom 7 (H): 0.325, atom 8 (H): 0.281, atom 9 (H): 0.177, atom 10 (H): 0.288, atom 11 (H): 0.261, atom 12 (H): 0.258

---

No. 2
C49H41HfN13O5S2 | the ωB97M-V functional and the def2-TZVPD basis

Results
Maximum force in eV/Å: 0.90
Kohn-Sham gap (spin up / spin down) in eV: 5.035 / 4.965
E_HOMO (spin up / spin down) in eV: -6.49 / -6.44

```
111
Properties=species:S:1:pos:R:3:forces:R:3
Hf -0.20976 -0.03805 -0.19674 0.3 -0.6 0.6
C -6.26785 -1.62921 2.47021 0.0 -0.1 0.0
C -5.73638 -2.93226 2.53415 0.0 0.0 0.0
C -4.41407 -3.18536 2.23981 0.0 0.1 0.0
C -3.62647 -2.10108 1.84882 0.0 0.0 0.0
C -2.22099 -1.98285 1.52295 -0.1 0.1 0.0
N -1.36076 -2.95019 1.73982 0.0 0.0 0.0
C -0.05879 -2.75259 1.73847 0.0 0.0 0.0
C 0.87395 -3.75526 2.20677 0.1 0.0 0.0
C 0.70362 -5.04395 2.71069 0.0 0.1 -0.1
C 1.83888 -5.74655 3.05447 0.1 0.0 0.0
C 3.12069 -5.18350 2.91418 0.0 -0.1 0.0
C 3.29102 -3.90324 2.43174 -0.1 0.1 -0.1
C 2.14285 -3.19355 2.07439 0.0 -0.1 0.0
C 1.93967 -1.87476 1.51832 0.1 0.0 0.0
N 2.97553 -1.10099 1.17221 0.0 0.0 0.0
C 2.82704 0.14222 0.82063 0.0 0.1 0.1
N 1.64647 0.85731 0.78270 0.0 -0.5 -0.3
C 1.96681 2.17157 0.66477 0.1 0.0 0.0
N 1.15956 3.19206 0.79700 0.0 0.0 0.0
C -0.12506 2.99938 1.05221 0.0 0.1 0.0
N -0.81429 1.83753 1.09227 -0.1 -0.1 -0.2
C -2.14192 2.16741 1.31164 0.1 0.1 0.0
N -3.16867 1.37760 1.40646 -0.1 0.0 0.0
C -3.05852 0.05461 1.40944 0.0 0.0 0.0
N -1.93609 -0.67672 1.18020 0.1 0.0 -0.1
C -4.15163 -0.81021 1.78962 0.0 0.0 0.0
C -5.48635 -0.55422 2.11153 0.1 0.0 0.0
C -2.27679 3.61375 1.45688 0.0 0.1 0.0
C -3.37078 4.43006 1.70672 0.1 -0.1 0.0
C -3.13273 5.79153 1.78322 0.0 0.1 0.0
C -1.84613 6.31940 1.61825 0.0 0.0 0.0
C -0.75761 5.49987 1.37426 0.0 -0.1 0.0
C -1.00332 4.13734 1.30034 -0.1 0.0 0.0
C 3.40756 2.31964 0.46394 0.0 0.0 0.0
C 4.20308 3.43255 0.24070 0.0 -0.1 0.0
C 5.56309 3.21521 0.09739 0.0 0.0 0.0
C 6.11024 1.93117 0.19832 0.0 0.0 0.0
C 5.31362 0.82462 0.44192 -0.1 0.0 0.0
C 3.94838 1.04265 0.55695 0.0 0.0 0.0
N 0.61954 -1.62451 1.35166 -0.1 0.0 -0.1
H -7.31050 -1.47912 2.71721 0.0 0.0 0.0
H -6.38533 -3.74719 2.82746 0.0 0.0 0.0
H -3.99353 -4.17895 2.30308 0.0 0.0 0.0
H -0.28391 -5.46961 2.81881 0.0 0.0 0.0
H 1.75080 -6.75207 3.44449 0.0 0.0 0.0
H 3.98465 -5.76957 3.20011 0.0 0.0 0.0
H 4.27120 -3.45693 2.33138 0.0 0.0 0.0
H -5.87956 0.45195 2.07577 0.0 0.0 0.0
H -4.35969 4.01114 1.82808 0.0 0.0 0.0
H -3.95568 6.46850 1.97143 0.0 0.0 0.0
H -1.70788 7.39079 1.67907 0.0 0.0 0.0
H 0.23872 5.89371 1.23668 0.0 0.0 0.0
H 3.77141 4.42028 0.17083 0.0 0.0 0.0
H 6.22196 4.05175 -0.09273 0.0 0.0 0.0
H 7.17954 1.80801 0.08682 0.0 0.0 0.0
H 5.73047 -0.16840 0.53868 0.0 0.0 0.0
O 0.37736 2.98117 -2.21096 0.0 0.1 -0.1
S -0.17910 1.68205 -2.43661 -0.3 -0.1 0.4
O -0.63019 1.37431 -3.76125 0.0 0.0 -0.1
O -1.26224 1.37038 -1.38260 -0.3 0.4 -0.3
O 0.80451 0.58876 -1.93462 0.3 0.2 -0.3
C 1.41971 -5.60630 -2.26072 -0.1 -0.1 0.0
C 1.99850 -4.93727 -1.02392 0.0 0.1 0.0
C 2.90738 -3.75595 -1.33795 0.0 0.0 0.0
S 2.00338 -2.44462 -2.19026 0.0 -0.1 0.0
O 0.97865 -1.97347 -1.17331 -0.1 0.4 0.2
C 3.29932 -1.19964 -2.28934 0.1 0.0 0.0
C 4.21093 -1.41476 -3.49370 -0.1 -0.1 0.0
C 5.25646 -0.31086 -3.58152 0.0 0.1 0.0
H 0.86253 -6.50052 -1.98368 0.0 0.0 0.0
H 2.20280 -5.90422 -2.96047 0.0 0.0 0.0
H 0.73272 -4.94782 -2.79386 0.0 0.0 0.0
H 2.58761 -5.65355 -0.44616 0.0 0.0 0.0
H 1.19826 -4.59649 -0.36489 0.0 0.0 0.0
H 3.71676 -4.05064 -2.01235 0.0 0.0 -0.1
H 3.33822 -3.32887 -0.43230 0.0 0.1 0.0
H 3.84520 -1.18815 -1.34670 0.0 0.0 0.1
H 2.75276 -0.26093 -2.38352 0.0 0.0 0.0
H 3.60593 -1.43371 -4.40317 0.0 0.0 0.0
H 4.70653 -2.38776 -3.42931 0.0 0.0 0.0
H 4.78130 0.66928 -3.63095 0.0 0.0 0.0
H 5.88413 -0.42640 -4.46470 0.0 0.0 0.0
H 5.90494 -0.31718 -2.70504 0.0 0.0 0.0
C -0.55205 -1.54591 -4.02791 0.1 0.0 0.1
C -1.75379 -1.40226 -3.17231 0.0 0.2 0.0
N -1.83148 -1.25368 -1.85893 0.3 -0.1 0.2
C -3.17752 -1.24118 -1.55631 -0.1 0.0 -0.1
C -3.91015 -1.35923 -2.68586 0.0 0.1 0.1
N -2.99957 -1.45309 -3.71373 0.1 -0.1 0.2
C -3.34036 -1.46123 -5.11623 0.0 -0.1 -0.1
N -2.92518 -0.25877 -5.78351 -0.1 0.3 0.2
N -2.16777 -0.34983 -6.89887 0.0 -0.2 -0.2
N -1.87749 0.81698 -7.31560 0.1 0.1 -0.1
C -2.42584 1.74067 -6.45543 -0.1 0.0 0.1
C -2.34543 3.13742 -6.45191 0.0 -0.1 0.0
C -2.96860 3.79210 -5.42151 -0.1 0.0 0.1
C -3.65729 3.08781 -4.40874 0.0 0.1 0.0
C -3.74651 1.71871 -4.39629 0.0 -0.1 -0.1
C -3.11173 1.05578 -5.45239 0.0 0.0 -0.1
H 0.29361 -1.06827 -3.55419 0.0 0.1 0.0
H -0.70148 -1.07208 -4.99314 0.0 0.0 0.0
H -0.32909 -2.60285 -4.18717 0.0 -0.1 0.0
H -3.54248 -1.14417 -0.55556 -0.1 0.0 0.0
H -4.97072 -1.37342 -2.86119 0.0 0.0 0.0
H -4.42310 -1.58621 -5.17959 0.1 0.0 0.0
H -2.85334 -2.28226 -5.64389 0.0 0.0 0.0
H -1.79922 3.66408 -7.22092 0.0 0.0 0.0
H -2.92350 4.87093 -5.36473 0.0 0.0 0.0
H -4.11027 3.64856 -3.60181 0.0 0.0 0.0
H -4.23729 1.19524 -3.58932 0.0 0.0 0.0
```
Positions in Å, forces in eV/Å.

Mulliken population analysis, charges in e, atoms 1 to 99: atom 1 (Hf): 2.216, atom 2 (C): -0.655, atom 3 (C): -0.643, atom 4 (C): -0.545, atom 5 (C): 0.472, atom 6 (C): 0.209, atom 7 (N): -0.528, atom 8 (C): -0.191, atom 9 (C): -0.166, atom 10 (C): -0.168, atom 11 (C): -0.760, atom 12 (C): -0.784, atom 13 (C): -0.028, atom 14 (C): 0.224, atom 15 (C): -0.113, atom 16 (N): -0.155, atom 17 (C): 0.089, atom 18 (N): -0.317, atom 19 (C): 0.231, atom 20 (N): -0.508, atom 21 (C): 0.202, atom 22 (N): -0.299, atom 23 (C): 0.009, atom 24 (N): -0.536, atom 25 (C): -0.224, atom 26 (N): -0.373, atom 27 (C): 0.471, atom 28 (C): -0.623, atom 29 (C): 0.120, atom 30 (C): -0.253, atom 31 (C): -0.717, atom 32 (C): -0.702, atom 33 (C): -0.275, atom 34 (C): 0.202, atom 35 (C): -0.137, atom 36 (C): -0.232, atom 37 (C): -0.669, atom 38 (C): -0.817, atom 39 (C): -0.254, atom 40 (C): 0.522, atom 41 (N): -0.348, atom 42 (H): 0.414, atom 43 (H): 0.416, atom 44 (H): 0.554, atom 45 (H): 0.583, atom 46 (H): 0.423, atom 47 (H): 0.409, atom 48 (H): 0.543, atom 49 (H): 0.575, atom 50 (H): 0.587, atom 51 (H): 0.408, atom 52 (H): 0.410, atom 53 (H): 0.574, atom 54 (H): 0.597, atom 55 (H): 0.411, atom 56 (H): 0.431, atom 57 (H): 0.564, atom 58 (O): -0.724, atom 59 (S): 0.864, atom 60 (O): -0.349, atom 61 (O): -0.250, atom 62 (O): -0.660, atom 63 (C): -1.420, atom 64 (C): 0.354, atom 65 (C): -0.811, atom 66 (S): 0.108, atom 67 (O): -0.324, atom 68 (C): -0.045, atom 69 (C): -0.442, atom 70 (C): -1.314, atom 71 (H): 0.454, atom 72 (H): 0.358, atom 73 (H): 0.205, atom 74 (H): 0.508, atom 75 (H): -0.284, atom 76 (H): 0.758, atom 77 (H): 0.131, atom 78 (H): 0.204, atom 79 (H): 0.070, atom 80 (H): 0.387, atom 81 (H): 0.299, atom 82 (H): 0.323, atom 83 (H): 0.422, atom 84 (H): 0.304, atom 85 (C): -0.639, atom 86 (C): 0.199, atom 87 (N): 0.470, atom 88 (C): 0.111, atom 89 (C): -1.609, atom 90 (N): 0.441, atom 91 (C): -1.065, atom 92 (N): 0.813, atom 93 (N): -0.765, atom 94 (N): -0.589, atom 95 (C): 0.602, atom 96 (C): -0.717, atom 97 (C): -0.621, atom 98 (C): -0.523, atom 99 (C): -0.628